{"formula": "C22H34N3OPtTe", "method": "ωB97M-V with the def2-TZVPD basis set", "species": ["Pt", "C", "C", "O", "N", "C", "C", "C", "C", "C", "C", "N", "H", "H", "H", "H", "H", "H", "H", "H", "H", "H", "C", "Te", "C", "H", "H", "H", "H", "H", "H", "C", "C", "C", "C", "C", "C", "C", "C", "N", "C", "C", "C", "C", "H", "H", "H", "H", "H", "H", "H", "H", "H", "H", "H", "H", "H", "H", "H", "H", "H", "H"], "xyz": [[-0.7832, -0.5017, -0.5077], [-2.8595, 0.0438, 4.0944], [-2.2773, -0.6257, 2.8829], [-1.5872, -0.0234, 2.0730], [-2.5613, -1.9423, 2.7019], [-2.0006, -2.7115, 1.6051], [-2.8221, -2.6236, 0.3386], [-3.7173, -3.6364, 0.0332], [-4.5047, -3.5449, -1.1010], [-4.3751, -2.4335, -1.9113], [-3.4477, -1.4719, -1.5615], [-2.6745, -1.5540, -0.4695], [-2.0427, 0.4461, 4.6914], [-3.4605, -0.6186, 4.7142], [-3.4695, 0.8792, 3.7551], [-3.1980, -2.3887, 3.3400], [-1.9437, -3.7488, 1.9331], [-0.9795, -2.3700, 1.4188], [-3.7982, -4.4906, 0.6908], [-5.2073, -4.3304, -1.3450], [-4.9641, -2.3064, -2.8074], [-3.2985, -0.6047, -2.1872], [-2.1637, 2.7123, -0.3952], [-1.4321, 1.4432, -1.9041], [0.4047, 2.4472, -2.0878], [-1.4313, 2.7321, 0.4082], [-3.1053, 2.3087, -0.0327], [-2.3187, 3.7002, -0.8222], [0.3064, 3.2439, -2.8205], [1.1516, 1.7274, -2.3969], [0.6613, 2.8373, -1.1048], [1.0413, 3.1075, 2.7646], [1.7744, 2.4252, 1.6414], [3.0401, 2.8419, 1.2471], [3.7204, 2.1914, 0.2284], [5.0941, 2.6382, -0.1906], [3.1150, 1.1139, -0.4147], [1.8410, 0.6753, -0.0506], [1.1946, 1.3449, 0.9920], [1.1286, -0.3963, -0.6560], [1.7688, -1.2802, -1.6844], [2.0957, -0.5598, -2.9992], [2.9821, -1.9595, -1.0404], [0.7927, -2.4048, -2.0486], [1.6226, 3.9307, 3.1764], [0.8289, 2.4068, 3.5733], [0.0835, 3.5104, 2.4291], [3.5100, 3.6802, 1.7490], [5.4319, 3.4854, 0.4033], [5.1143, 2.9373, -1.2398], [5.8216, 1.8340, -0.0700], [3.6665, 0.6409, -1.2094], [0.2194, 0.9955, 1.3172], [2.7040, 0.3315, -2.8940], [1.1652, -0.2740, -3.4972], [2.6218, -1.2427, -3.6679], [3.8268, -1.3056, -0.8450], [3.3243, -2.7563, -1.7035], [2.6879, -2.4136, -0.0937], [-0.1282, -2.0243, -2.4934], [0.5339, -3.0100, -1.1739], [1.2761, -3.0583, -2.7752]], "relative_energy_kcal_mol": 15.7, "molar_mass_g_mol": 679.212, "total_charge": 1, "multiplicity": 1}